Density functional theory data (wB97M-V/def2-TZVPD) for 2 unconnected molecules or ions with the total composition C9H17NO4 in a non-equilibrium geometry.

CARTESIAN COORDINATES (ANGSTROEM)
C 1.360039 -0.487069 1.262847
C 0.039904 0.299289 1.483041
C 0.454003 0.128188 -0.943552
C 1.782649 -0.080221 -0.178484
C -0.386670 0.756234 0.148898
C 2.460559 1.410419 -0.171612
C 2.775138 -1.136308 -0.786943
C -3.570152 -0.055443 0.895187
C -2.623530 -0.766822 -0.084586
N -1.320610 1.581707 0.087610
O -1.832179 2.044651 -1.103919
O -0.038369 -1.151269 -1.396312
O -1.886887 -1.636329 0.601365
O -2.628854 -0.581970 -1.274706
H 1.995171 -0.185123 2.055668
H 1.146443 -1.561395 1.384332
H -0.761137 -0.246126 1.965012
H 0.338012 1.252713 1.951150
H 0.587059 0.861787 -1.892922
H 3.278574 1.356053 0.439875
H 1.738969 2.121539 0.220113
H 2.680168 1.670836 -1.137324
H 2.249626 -2.123244 -0.582186
H 3.772083 -1.073227 -0.313783
H 3.065260 -0.845657 -1.881942
H -3.071009 0.029175 1.896080
H -4.462861 -0.695457 0.909341
H -3.824462 0.808083 0.294149
H -0.688959 -0.936401 -2.087458
H -1.195965 -2.250713 0.139157
H -1.432008 1.492096 -1.898099

Cartesian forces, eV/Å:
C -1.9 0.0 -0.8
C 1.4 0.9 0.4
C 0.8 0.4 -1.8
C 1.8 1.2 -0.2
C 0.1 -0.8 -1.4
C -3.5 -2.7 1.1
C -0.6 1.0 -0.8
C 0.8 -1.1 -1.0
C -1.0 0.0 0.6
N -1.1 1.5 0.1
O 1.6 -1.6 -2.1
O 0.4 0.9 -0.4
O 1.8 -2.5 -0.2
O -0.1 -0.5 -0.2
H 1.2 0.1 0.4
H 0.3 0.2 -0.4
H 0.2 0.2 0.5
H -0.6 -0.5 0.7
H -0.1 -1.6 2.1
H 2.3 0.1 1.5
H 0.0 0.2 0.1
H 0.8 0.6 -2.4
H 1.2 0.9 -1.0
H -0.7 -0.2 0.4
H -1.1 -1.1 1.6
H -0.9 0.4 -1.1
H 0.2 0.1 0.4
H -0.1 0.7 0.8
H -0.1 -0.5 0.6
H -1.9 2.1 0.2
H -1.1 1.4 2.2

The total charge is 0. Its SMILES is CC1(C)CC/C(=N/O)[C@@H]1O.CC(=O)O. Its molecular weight is 203.24 g/mol. The value obtained for the highest occupied orbital energy is -9.55 eV. The orbital gap is 10.0898 eV. For the energy relative to the best compared isomer or geometry (same formula, charge and spin), the calculation gives 263.2 kJ/mol. Its spin multiplicity is 1. For the LUMO energy, the calculation gives 0.54 eV.


Density functional theory data (wB97M-V/def2-TZVPD) for 2 unconnected molecules or ions with the total composition C2H10N5P in a non-equilibrium geometry.

CARTESIAN COORDINATES (ANGSTROEM)
C -2.005192 0.101058 0.206220
C 2.013080 0.080548 0.096032
N -2.864251 -0.645316 -0.465137
N -2.466818 0.997870 1.029877
N 3.219885 0.513370 -0.148645
N 1.901979 -0.980258 0.925346
N -0.612719 -0.071365 -0.116917
P 0.513737 1.170629 -0.274378
H -3.792053 -0.828667 -0.578811
H -2.380384 -1.457971 -0.954445
H -3.453768 0.986910 1.203605
H -1.919647 1.716641 1.473773
H 4.071409 -0.055727 -0.045308
H 3.290157 1.326366 -0.690426
H 2.664781 -1.101018 1.563536
H 1.025260 -1.129836 1.452031
H -0.601638 -0.896404 -0.700010
H 0.911834 1.039733 -2.282487

Cartesian forces, eV/Å:
C 0.3 0.7 -0.8
C 0.0 -0.5 2.2
N 5.7 -3.2 -1.7
N 0.5 0.3 0.3
N 0.0 -1.0 -0.3
N -1.4 0.9 0.2
N -3.4 -0.9 0.7
P 1.7 -0.1 -3.6
H -3.5 0.6 0.8
H -0.9 1.5 0.6
H -0.4 0.3 0.2
H 0.2 0.0 0.1
H -0.6 0.4 0.2
H 0.6 1.2 -1.0
H 0.8 -0.5 0.0
H 0.5 0.1 -1.0
H 0.8 0.0 -0.2
H -0.7 0.3 3.4

The total charge is +2. Its molecular weight is 135.11 g/mol. The value obtained for the highest occupied orbital energy is -18.11 eV. The orbital gap is 9.6186 eV. For the energy relative to the best compared isomer or geometry (same formula, charge and spin), the calculation gives 128.5 kJ/mol. Its spin multiplicity is 1. For the LUMO energy, the calculation gives -8.49 eV.


Density functional theory data (wB97M-V/def2-TZVPD) for a molecular structure, C33H27F10N5O4STi in a non-equilibrium geometry.

CARTESIAN COORDINATES (ANGSTROEM)
Ti -0.713752 0.449534 0.581745
N -4.028725 0.121514 -1.271708
C -4.582391 -0.513979 -0.080029
C -3.619596 -1.050954 0.990608
O -4.107950 -1.921472 1.726700
N -2.384563 -0.541239 1.146614
C -1.775736 -0.916513 2.426184
C -1.283766 0.376536 3.110841
O -1.159689 0.423509 4.321497
O -1.019827 1.344006 2.284244
H -3.109561 0.485358 -1.061221
H -4.587570 0.928585 -1.518819
H -5.201497 -1.359045 -0.389740
H -5.237203 0.161751 0.486468
H -0.915793 -1.589229 2.293004
H -2.503199 -1.409993 3.065739
C -0.999532 -2.665284 -0.438356
N -0.218377 -1.494430 -0.857934
C 1.181219 -2.000247 -1.003059
C 2.203977 -1.355366 -1.954825
N 2.553389 0.021325 -1.769152
C 3.798143 0.407103 -1.636396
C 4.068174 1.813363 -1.807798
F 3.046323 2.563163 -2.271051
C 5.284819 2.406960 -1.611726
F 5.448781 3.730984 -1.794268
C 6.396890 1.642783 -1.274244
F 7.614190 2.209930 -1.075909
C 6.234458 0.272548 -1.217845
F 7.319825 -0.493825 -0.979898
C 5.009789 -0.328522 -1.411023
F 5.011635 -1.693855 -1.399892
C -0.775820 -0.977915 -2.122944
C -0.484430 0.509515 -2.324075
N -1.017277 1.269384 -1.184283
C -1.190118 2.610018 -1.334347
C -0.716934 3.454226 -2.363029
F -0.029551 2.972795 -3.408600
C -0.912850 4.825611 -2.354407
F -0.404229 5.565743 -3.346259
C -1.624818 5.447722 -1.350696
F -1.785531 6.780855 -1.344546
C -2.171985 4.660547 -0.354575
F -2.916546 5.226159 0.599012
C -1.968256 3.301095 -0.367529
F -2.608188 2.563601 0.539337
H -0.984815 -3.432687 -1.226808
H -2.027949 -2.396077 -0.231406
H -0.566433 -3.098969 0.463645
H 1.108467 -3.031436 -1.387148
H 1.607764 -2.034039 0.001077
H 1.802774 -1.442415 -2.978663
H 3.059722 -2.035476 -1.909744
H -1.858958 -1.104897 -2.083963
H -0.391755 -1.547139 -2.980654
H -0.982349 0.811740 -3.251579
H 0.590114 0.683248 -2.398012
O 1.024463 0.049545 1.279469
S 1.485461 0.712650 2.645561
C 3.018810 0.059620 3.104546
C 3.041537 -0.674720 4.319393
C 4.215040 -1.217697 4.776234
C 5.411620 -1.065859 4.038714
C 5.378866 -0.377092 2.819367
C 4.214588 0.182995 2.342614
C 1.984360 2.355675 2.113633
C 2.951313 3.061250 2.820049
C 3.191977 4.386866 2.505197
C 2.451927 5.021436 1.513200
C 1.470237 4.323528 0.831193
C 1.229993 2.994381 1.138873
H 2.113433 -0.774470 4.873063
H 4.228363 -1.762771 5.714253
H 6.339345 -1.476477 4.418780
H 6.288170 -0.278574 2.235837
H 4.191112 0.713723 1.398835
H 3.511501 2.568257 3.603433
H 3.963617 4.931742 3.035386
H 2.651850 6.059065 1.276671
H 0.916324 4.800552 0.031838
H 0.484454 2.415165 0.598007

Cartesian forces, eV/Å:
Ti -0.1 -1.7 -0.6
N 0.1 0.1 0.0
C 0.0 -0.1 0.0
C 0.0 -0.1 0.0
O -0.2 0.0 0.0
N -1.1 -0.4 -0.1
C 0.0 0.3 0.2
C -0.5 -0.4 0.9
O -0.1 0.0 -0.2
O -0.2 0.9 0.6
H 0.3 0.2 0.0
H 0.0 0.0 0.0
H 0.1 0.0 0.2
H 0.0 0.0 0.0
H 0.0 0.0 0.1
H 0.1 0.0 0.0
C -0.1 -0.1 -0.1
N 0.1 0.2 -0.4
C 0.4 0.1 0.1
C -0.1 0.2 -0.2
N -0.3 0.0 0.2
C 0.3 0.0 -0.1
C -0.1 -0.2 0.1
F 0.0 0.3 0.2
C 0.1 -0.2 0.0
F -0.1 0.2 0.0
C 0.0 -0.1 -0.1
F 0.1 0.1 0.0
C 0.1 0.2 0.0
F 0.0 -0.1 0.1
C -0.1 0.1 -0.1
F 0.1 0.0 0.2
C 0.0 0.3 0.0
C 0.0 -0.3 -0.2
N 0.0 0.4 -0.7
C -0.3 0.8 -0.1
C 0.0 -0.2 0.2
F 0.2 0.0 -0.1
C -0.2 0.0 0.1
F 0.1 0.1 -0.1
C 0.1 -0.1 -0.1
F 0.0 0.1 0.0
C 0.1 0.0 -0.1
F -0.1 0.0 0.1
C 0.1 -0.1 -0.5
F -0.2 -0.1 0.3
H 0.0 0.0 0.0
H 0.0 0.0 0.0
H 0.0 0.0 0.0
H 0.0 0.0 0.1
H 0.0 0.0 0.0
H 0.0 -0.2 0.0
H -0.2 -0.1 0.0
H 0.0 -0.1 0.0
H -0.1 0.0 0.0
H 0.0 0.0 0.0
H 0.1 -0.1 -0.2
O 0.1 0.1 -0.7
S 2.8 -0.4 1.5
C -1.2 0.5 0.0
C 0.1 -0.3 0.2
C -0.2 0.1 -0.1
C 0.2 0.0 0.0
C 0.0 0.0 0.1
C 0.1 0.0 -0.3
C -0.6 0.1 -0.3
C 0.0 -0.1 0.0
C 0.0 0.1 0.0
C 0.1 0.0 0.1
C 0.0 0.0 -0.2
C 0.3 -0.3 0.0
H 0.1 0.0 0.1
H 0.0 0.0 0.0
H 0.0 0.0 -0.1
H 0.0 0.0 0.0
H 0.1 0.0 -0.1
H 0.0 -0.1 0.0
H 0.0 0.0 0.0
H 0.0 0.0 -0.1
H -0.1 0.0 0.0
H 0.3 0.5 0.0

The total charge is -2. Its molecular weight is 827.52 g/mol. The value obtained for the highest occupied orbital energy (alpha / beta) is 0.35 / -1.44 eV. The orbital gap (alpha / beta) is 3.7701 / 5.5574 eV. For the energy relative to the best compared isomer or geometry (same formula, charge and spin), the calculation gives 239.7 kJ/mol. Its spin multiplicity is 3. For the LUMO energy (alpha / beta), the calculation gives 4.12 / 4.11 eV.


Density functional theory data (wB97M-V/def2-TZVPD) for 11 unconnected molecules or ions with the total composition C42H67N11O3 in a non-equilibrium geometry.

CARTESIAN COORDINATES (ANGSTROEM)
C -2.102801 0.346103 -4.293147
C -1.052844 1.336205 -5.024848
N 0.182786 0.517783 -5.294116
C 1.323614 0.978513 -4.491001
C 1.951397 0.121653 -3.550981
O 1.486165 -1.210166 -3.302722
C 1.020117 -1.133518 -1.902946
C -0.437137 -1.787366 -1.703567
C -0.162543 -3.256276 -1.070907
C -1.213968 -0.824247 -0.649983
C -2.702539 -1.306052 -0.308569
C -3.390064 -2.217712 -1.420245
C -3.608061 0.045784 -0.180678
C 3.221403 0.743295 -2.777994
O 4.279211 0.128208 -2.584215
C 3.005360 2.257011 -2.288026
C 3.469730 2.687319 -0.836116
C 2.870440 1.660146 0.267953
C 3.876237 1.435711 1.504200
C 3.218752 0.528986 2.674637
C 4.379846 2.838746 2.109678
C 2.359037 3.115460 -3.219594
C 2.039417 4.635389 -2.885638
C 3.368490 5.549091 -2.776786
C 1.918974 2.466796 -4.623597
O 1.992447 3.070392 -5.705658
H -2.073992 0.525101 -3.160052
H -3.138634 0.557380 -4.725475
H -1.771800 -0.744881 -4.442188
H -1.503525 1.573412 -6.043935
H -0.787885 2.247710 -4.405570
H 0.419924 0.576128 -6.300449
H 1.814495 -1.598439 -1.235113
H 0.921307 -0.040765 -1.558066
H -0.957246 -1.844508 -2.708646
H 0.093452 -3.147942 0.039348
H 0.779490 -3.644867 -1.594374
H -1.007521 -3.985427 -1.263274
H -1.199036 0.211837 -1.155005
H -0.599340 -0.681410 0.313134
H -2.702501 -1.758577 0.743141
H -3.341687 -1.781226 -2.465780
H -3.022168 -3.297792 -1.406682
H -4.504006 -2.279841 -1.137554
H -3.166040 0.928223 -0.743785
H -4.613078 -0.182528 -0.691959
H -3.744568 0.375402 0.897176
H 2.994248 3.708736 -0.566236
H 4.589979 2.790190 -0.700047
H 2.658054 0.628941 -0.158248
H 1.869273 2.051041 0.675621
H 4.733821 0.795667 1.083923
H 3.920987 -0.302383 2.995212
H 2.224646 0.059117 2.359507
H 3.020519 1.169462 3.601510
H 4.427058 2.747046 3.239126
H 3.685709 3.672227 1.771149
H 5.427059 3.024878 1.692039
H 1.328372 5.110948 -3.650244
H 1.548157 4.646146 -1.847752
H 4.005900 5.283127 -1.871274
H 3.019866 6.628417 -2.689274
H 3.978754 5.339933 -3.710404
C -3.596203 -3.835642 3.516741
C -2.494335 -3.427375 2.593424
N -1.631053 -3.107900 1.868781
H -3.208069 -4.510526 4.280627
H -4.018973 -2.954336 4.000676
H -4.380259 -4.345215 2.955138
C 1.578252 7.569749 0.293328
C 1.511506 6.096130 0.530415
N 1.461221 4.941071 0.716520
H 2.234092 7.779153 -0.552846
H 0.581405 7.955448 0.076299
H 1.969283 8.069447 1.180607
C -0.969570 2.871544 1.783814
C -1.658455 1.629914 2.250898
N -2.197354 0.656002 2.617274
H -0.028919 2.997491 2.321774
H -0.760935 2.800475 0.715301
H -1.603313 3.740315 1.966336
C -1.828931 -7.368172 -2.472647
C -3.048712 -6.509753 -2.591507
N -4.002398 -5.835597 -2.685011
H -1.979145 -8.120225 -1.698507
H -1.633563 -7.868325 -3.422081
H -0.967431 -6.754741 -2.209798
C 1.530053 3.375291 5.313750
C 1.879759 4.646861 4.608471
N 2.157340 5.642084 4.056731
H 1.232451 3.590243 6.340959
H 0.704513 2.880154 4.800089
H 2.393465 2.709004 5.325094
C -1.405085 -3.207109 -7.352895
C -2.129908 -3.189690 -6.045455
N -2.696321 -3.175189 -5.020371
H -2.106948 -3.409584 -8.162912
H -0.930071 -2.240532 -7.525540
H -0.639496 -3.983740 -7.341727
C -4.610718 3.662222 4.612733
C -3.197869 4.095808 4.840428
N -2.090519 4.435124 5.019118
H -4.926614 3.942750 3.607232
H -4.687752 2.579570 4.721399
H -5.267184 4.141901 5.339827
C 1.658781 -3.744273 2.225286
C 2.258428 -3.155073 3.462273
N 2.727890 -2.693449 4.431624
H 2.229578 -3.429680 1.350365
H 1.674939 -4.833241 2.287758
H 0.625096 -3.408276 2.117322
C 0.112825 -10.469090 0.172416
C 0.451303 -9.199767 -0.542185
N 0.716971 -8.205631 -1.101833
H -0.188067 -10.248133 1.197207
H -0.707245 -10.974815 -0.338871
H 0.982205 -11.127310 0.190012
C -1.703000 1.745918 7.134865
C -0.471652 1.726789 7.983311
N 0.497547 1.713283 8.641155
H -2.200898 2.711853 7.223979
H -1.435598 1.578596 6.090492
H -2.387849 0.960462 7.457700

Cartesian forces, eV/Å:
C 0.5 0.6 0.3
C -0.7 -1.6 -0.3
N 1.4 1.5 0.1
C 1.3 -1.4 1.4
C -0.9 1.3 -2.0
O 0.8 3.2 0.9
C -0.9 0.2 0.9
C 1.3 -0.2 1.5
C 0.6 0.6 -0.7
C 0.4 -0.4 -0.9
C -0.3 1.9 0.0
C -0.6 -0.4 1.0
C -0.4 -0.4 -0.4
C 0.8 -0.2 0.5
O -3.0 1.4 -0.4
C -1.0 1.1 -1.8
C -1.3 -0.1 0.4
C 0.3 -0.1 0.7
C -0.4 -0.5 0.0
C -0.2 0.4 -0.2
C 0.4 -0.9 -0.8
C 0.8 -1.4 1.3
C 0.5 -0.2 0.4
C -0.6 -0.7 -0.2
C 0.0 0.3 -0.2
O -0.5 -1.5 2.9
H -0.3 -0.2 -1.6
H 1.3 -0.5 0.9
H -0.7 1.8 -0.1
H 0.6 0.2 1.4
H -0.6 -0.9 -0.9
H 0.0 0.1 1.0
H -1.0 0.3 -0.8
H 0.3 -1.4 -0.8
H 0.6 0.1 1.3
H -0.7 -0.2 -1.7
H -1.3 0.2 0.7
H 1.0 0.9 0.5
H -0.3 -1.4 0.7
H -0.8 -0.5 -1.3
H -0.1 0.5 -2.1
H 0.1 -0.5 1.3
H -0.3 1.6 -0.2
H 1.6 0.0 -0.5
H -0.4 -1.1 0.6
H 1.3 0.5 1.0
H 0.0 -0.6 -1.5
H 1.0 -1.7 -0.7
H -1.3 -0.4 -0.5
H 0.3 1.3 0.3
H 1.4 -0.4 -0.7
H -1.0 1.3 0.6
H -0.9 1.0 -0.4
H 1.3 0.6 0.4
H 0.2 -0.9 -1.3
H 0.0 0.4 -1.4
H 0.9 -0.9 0.7
H -1.4 0.1 0.7
H 1.1 -0.9 1.0
H 0.5 0.0 -1.6
H -0.9 0.3 -1.2
H 0.7 -1.3 -0.3
H -0.6 0.7 1.1
C 0.6 0.3 -0.6
C 1.3 0.4 -0.9
N -2.0 -1.1 2.2
H 0.0 0.1 -0.1
H 0.1 0.0 -0.1
H 0.1 0.1 0.0
C 0.0 -0.8 0.2
C -0.1 -1.6 0.3
N 0.0 2.8 -0.5
H 0.0 -0.1 0.1
H 0.1 -0.1 0.0
H 0.0 -0.1 0.0
C -0.4 -0.8 0.2
C -0.7 -1.4 0.6
N 1.3 2.4 -0.6
H -0.1 0.0 -0.1
H 0.0 -0.1 0.1
H 0.1 -0.1 0.1
C -0.8 0.7 -0.2
C -1.4 1.0 -0.2
N 2.3 -1.7 0.3
H 0.0 0.1 -0.1
H 0.0 0.1 0.1
H -0.1 -0.1 0.0
C 0.2 0.8 -0.4
C 0.4 1.4 -0.8
N -0.7 -2.4 1.3
H 0.0 0.0 -0.1
H 0.1 0.1 0.0
H 0.0 0.1 0.0
C -0.4 0.0 0.7
C -0.8 0.0 1.5
N 1.4 0.0 -2.5
H 0.0 0.0 0.1
H 0.0 -0.1 0.1
H -0.1 0.1 0.1
C 0.8 0.2 0.1
C 1.6 0.5 0.2
N -2.6 -0.9 -0.5
H 0.1 0.0 0.1
H 0.1 0.1 0.0
H 0.1 0.0 0.0
C 0.3 0.4 0.7
C 0.7 0.7 1.4
N -1.1 -1.1 -2.3
H 0.0 0.0 0.1
H 0.0 0.1 0.0
H 0.2 0.0 0.1
C 0.2 0.7 -0.4
C 0.5 1.4 -0.8
N -0.5 -2.5 1.4
H 0.0 0.0 -0.1
H 0.1 0.1 0.0
H -0.1 0.1 0.0
C 0.7 -0.1 0.5
C 1.4 0.0 0.9
N -2.3 0.1 -1.6
H 0.1 -0.1 0.0
H 0.0 0.0 0.1
H 0.1 0.0 0.0

The total charge is 0. Its SMILES is CCNC1=C(OC[C@@H](C)CC(C)C)C(=O)C(CCC(C)C)=C(CC)C1=O.CC#N.CC#N.CC#N.CC#N.CC#N.CC#N.CC#N.CC#N.CC#N.CC#N. Its molecular weight is 774.07 g/mol. The value obtained for the highest occupied orbital energy is -8.80 eV. The orbital gap is 8.5536 eV. Its spin multiplicity is 1. For the LUMO energy, the calculation gives -0.25 eV.